6
Properties=species:S:1:pos:R:3:forces:R:3:mulliken_charge:R:1 method="wB97M-V/def2-TZVPD" orbital_gap_ev=8.8 max_force_ev_per_a=2.527 lumo_ev=-3.02 relative_energy_kj_mol=109.3 total_energy_ev=-18479.531
N 0.3983 1.1354 0.1214 -1.95 -0.15 -0.17 -0.246
O 0.6169 -1.4038 1.0962 0.57 0.41 1.65 -0.476
O -0.0074 -0.9361 -1.1492 -0.36 -0.52 -1.20 -0.541
O -1.1838 0.2582 0.6397 1.02 1.86 -0.06 -0.299
S 0.0366 -0.5012 0.1950 0.40 -0.64 -2.41 1.205
H 0.1393 1.4475 -0.9030 0.31 -0.96 2.19 0.357